(1)
Density functional theory data (ωB97M-V/def2-TZVPD) for C34H28CrIN3O2Sb as an isolated structure at a distorted geometry.

Calculated values
Largest force on an atom ... 1.10 eV/Å
Orbital gap (alpha / beta) ... 7.50 / 7.53 eV
<S²> ... 6.04
LUMO level (alpha / beta) ... -2.550 / -2.750 eV

Geometry as ORCA input:
```
! wB97M-V def2-TZVPD RIJCOSX def2/J DEFGRID3
* xyz 1 5
N 2.60854 2.04432 1.00330
H -0.31697 -3.41062 0.89816
H -6.53697 -0.92435 0.42638
C 2.80060 3.21518 0.34884
H -0.43484 5.39441 0.27421
C -3.29619 1.88377 -1.84510
H -4.36491 -1.13734 4.11356
C -0.94421 2.19158 2.36519
C -1.77175 0.43828 -3.01900
O 1.80288 -0.08811 0.92309
C -0.65805 3.39563 2.99929
H -0.57898 3.42949 4.08045
C -3.22717 -0.57689 2.38232
Sb -1.43942 0.24135 0.02006
C -0.86312 3.28951 0.23049
H 0.67103 1.68522 -3.16618
C 1.67473 2.33418 -1.52843
C 5.41814 -4.99508 -0.53376
H 4.65472 -6.52373 0.73314
O 0.05655 -3.20724 -2.72343
I 3.71120 -1.30279 -1.94006
H 0.25077 -5.52189 2.04183
C -2.25965 0.94542 -1.81408
H -4.61881 3.04206 -3.07694
C -3.81369 2.31545 -3.06083
C 4.46232 -5.57683 0.24138
H 2.50795 4.36303 -1.40126
C -5.60997 -0.82125 0.97896
H -3.70426 2.27837 -0.92000
H -0.26759 5.49368 2.74471
H 2.46966 -6.53897 1.71592
H 5.91484 -3.28512 -1.76782
C 2.21888 -5.59532 1.24235
C -3.24631 -0.31275 1.01040
N 1.48470 1.18561 -0.89516
H -1.90807 0.46051 -5.16659
H -1.06448 1.30252 2.97165
C 0.99339 -5.03434 1.42065
C -1.07251 2.12656 0.97581
H 3.31247 3.98672 0.91031
C 2.36728 3.41270 -0.90645
H -4.48591 -0.27739 -0.76096
C 1.59647 -3.14205 -0.01087
H 3.19928 2.78575 2.86751
H 1.34282 3.27457 -3.31254
H 6.38300 -5.46799 -0.67621
C -4.44572 -0.45432 0.30873
H -0.98976 -0.31308 -3.01505
Cr 0.96916 -1.25001 -0.55696
C 0.37224 -2.47535 -1.93281
N 1.15360 2.46433 -2.74897
H 4.13612 1.37897 2.30586
C 3.14731 1.82645 2.35950
H 2.48703 1.16133 2.90043
H -2.30310 -0.52245 2.94455
C 5.15346 -3.75598 -1.16011
C -2.28943 0.86938 -4.23765
C 1.96190 1.02098 0.35610
C -0.57698 4.49589 0.86524
H -0.93016 3.26826 -0.85121
C 3.19665 -4.96678 0.42626
C -3.30753 1.81156 -4.25653
C -0.47962 4.55222 2.25007
H -3.71807 2.14527 -5.20281
C -5.58564 -1.05422 2.34729
H -6.49476 -1.33483 2.86707
C 2.89079 -3.72520 -0.19922
C 0.68667 -3.81496 0.77099
C -4.39185 -0.93834 3.04814
C 3.93932 -3.16491 -0.98315
*
```

Charges computed using Löwdin, reported in e:
1 N 0.00
2 H 0.10
3 H 0.11
4 C -0.02
5 H 0.11
6 C -0.13
7 H 0.11
8 C -0.12
9 C -0.15
10 O -0.11
11 C -0.08
12 H 0.11
13 C -0.14
14 Sb 1.59
15 C -0.14
16 H 0.11
17 C -0.38
18 C -0.07
19 H 0.12
20 O 0.19
21 I 1.09
22 H 0.11
23 C -0.39
24 H 0.11
25 C -0.06
26 C -0.03
27 H 0.13
28 C -0.07
29 H 0.11
30 H 0.11
31 H 0.12
32 H 0.09
33 C -0.03
34 C -0.37
35 N 0.11
36 H 0.11
37 H 0.09
38 C -0.06
39 C -0.35
40 H 0.15
41 C 0.01
42 H 0.09
43 C -0.23
44 H 0.10
45 H 0.13
46 H 0.11
47 C -0.12
48 H 0.07
49 Cr 0.30
50 C -0.19
51 N 0.21
52 H 0.11
53 C 0.03
54 H 0.10
55 H 0.08
56 C -0.16
57 C -0.08
58 C -0.56
59 C -0.08
60 H 0.09
61 C -0.16
62 C -0.07
63 C -0.08
64 H 0.11
65 C -0.08
66 H 0.11
67 C -0.22
68 C -0.11
69 C -0.08
70 C -0.58

***

(2)
Density functional theory data (ωB97M-V/def2-TZVPD) for C14H34O16S3V as an isolated structure at a distorted geometry.

Calculated values
Largest force on an atom ... 4.51 eV/Å
Orbital gap ... 4.75 eV
LUMO level ... -0.459 eV

Geometry as ORCA input:
```
! wB97M-V def2-TZVPD RIJCOSX def2/J DEFGRID3
* xyz -1 1
H -23.85234 19.59570 -14.15446
H -27.40550 22.71341 -14.46913
H -26.71752 11.56405 -14.23584
H -27.52394 10.14901 -10.82410
H -25.68868 20.85603 -14.89009
O -16.18025 12.03784 -13.35962
S -24.58990 11.91395 -13.16115
O -27.50079 13.39076 -19.39073
C -27.54313 21.71085 -14.06413
C -24.29896 18.60352 -14.08952
H -28.69930 10.51543 -19.31700
O -24.97987 19.38430 -11.54266
H -18.00688 13.64466 -14.57475
H -24.59725 10.78181 -10.21088
H -26.29870 13.28904 -14.24769
H -27.92976 21.78910 -13.04801
H -25.48536 21.40593 -13.34600
O -26.37190 11.74834 -20.22282
C -27.46793 12.24117 -19.91688
H -17.71944 11.62231 -11.88795
H -20.08185 8.99237 -19.01659
O -16.21534 11.47843 -15.78419
H -22.42293 18.24270 -23.21364
C -26.25940 20.95457 -13.96668
O -22.98647 15.26529 -22.60653
C -16.71706 12.02904 -12.02172
H -20.82603 17.72205 -22.76547
H -25.91619 11.93417 -10.71253
O -20.23186 7.15532 -19.89859
S -16.99977 11.34010 -14.58204
O -22.46171 12.89370 -19.07080
H -24.92659 18.43327 -14.96427
V -23.66017 13.86886 -19.03027
H -28.27370 21.15450 -14.65136
C -18.43972 12.65086 -14.68920
H -20.93351 7.52987 -20.43619
C -26.31207 12.38307 -13.64178
O -17.54175 10.07917 -14.12351
C -22.54197 16.37425 -22.20419
H -26.94148 12.52004 -12.76248
H -16.89264 13.07074 -11.75312
H -26.83533 9.97715 -9.35943
H -14.77169 11.91781 -10.89143
C -20.18535 7.94398 -18.73682
H -23.52053 17.88580 -13.83064
O -26.26195 17.39790 -12.60301
H -16.07158 11.32539 -10.06571
S -25.48590 18.68215 -12.73636
O -23.99329 12.95614 -12.34738
H -15.64286 10.34001 -11.41772
H -21.12618 7.90928 -18.18753
H -19.10187 12.39257 -13.86279
C -28.71407 11.38910 -19.96860
O -25.13675 10.69675 -12.17421
H -29.68367 11.85271 -19.78686
H -19.38267 7.60318 -18.08285
C -26.53641 9.95107 -10.40732
C -21.78144 17.36383 -23.14885
H -21.75327 16.92291 -24.14529
H -28.84712 11.06544 -21.00090
O -22.86222 16.71034 -21.05715
O -26.61362 19.67081 -13.47500
H -26.16158 8.93961 -10.56397
O -23.72569 14.41896 -17.54859
H -18.95776 12.44998 -15.62696
C -25.46360 10.95215 -10.85004
C -15.69771 11.37758 -11.08825
O -23.89198 11.34555 -14.33915
*
```

Charges computed using Löwdin, reported in e:
1 H 0.06
2 H 0.08
3 H 0.07
4 H 0.07
5 H 0.11
6 O -0.28
7 S 0.69
8 O -0.11
9 C -0.06
10 C -0.11
11 H 0.07
12 O -0.31
13 H 0.06
14 H 0.12
15 H 0.07
16 H 0.09
17 H 0.12
18 O -0.08
19 C -0.80
20 H 0.12
21 H 0.07
22 O -0.29
23 H 0.06
24 C -0.32
25 O -0.10
26 C -0.28
27 H 0.06
28 H 0.11
29 O -0.12
30 S 0.65
31 O -0.26
32 H 0.08
33 V 1.23
34 H 0.09
35 C -0.06
36 H 0.07
37 C -0.09
38 O -0.30
39 C -0.78
40 H 0.06
41 H 0.12
42 H 0.07
43 H 0.08
44 C -0.18
45 H 0.08
46 O -0.32
47 H 0.07
48 S 0.71
49 O -0.30
50 H 0.08
51 H 0.07
52 H 0.05
53 C -0.05
54 O -0.28
55 H 0.06
56 H 0.08
57 C -0.07
58 C -0.03
59 H 0.06
60 H 0.06
61 O -0.10
62 O -0.28
63 H 0.08
64 O -0.30
65 H 0.06
66 C -0.32
67 C -0.07
68 O -0.30

***

(3)
Density functional theory data (ωB97M-V/def2-TZVPD) for one molecule with the formula C19H19ClN2O4S.

Calculated values
Largest force on an atom ... 0.62 eV/Å
Orbital gap ... 8.85 eV
LUMO level ... 0.604 eV

Geometry as ORCA input:
```
! wB97M-V def2-TZVPD RIJCOSX def2/J DEFGRID3
* xyz 0 1
H 2.12946 4.40077 3.32961
H 0.48582 2.89070 -2.38763
H 6.04720 2.09569 3.74088
N 0.64396 -1.69865 0.70674
C -0.59627 -1.40907 0.26864
C 3.01597 -0.65643 3.22383
O -0.54841 1.19610 -2.17764
C -3.76649 -0.05056 -3.46802
H 1.51201 5.00600 1.77322
H -2.71725 1.77770 -3.74154
O 1.72585 3.02470 1.82591
C -1.64202 -0.85158 -1.89931
C 1.86702 -0.52595 2.46433
C 2.18586 4.29055 2.24466
H 5.67738 3.73970 4.31423
H 1.58791 -2.64759 2.29281
H 4.65515 0.32758 4.14181
S -1.95693 -1.29945 1.16836
H -0.41452 2.41566 -3.84956
O 4.14456 2.85389 3.39837
C 2.23333 1.87565 2.34965
C 5.28617 2.72870 4.20870
C -1.62260 0.42866 -2.47604
C 1.03237 -1.72570 2.09235
H 2.34526 -0.85796 -0.21172
H 2.13240 -2.60221 -0.48071
H 3.33403 -1.62745 3.57166
C -2.69747 0.80728 -3.27291
H -4.59666 0.25682 -4.08401
C 1.60327 -1.65035 -0.36301
C 0.74685 -1.35389 -1.58580
C -3.77541 -1.29771 -2.86916
Cl -5.11498 -2.35832 -3.10583
H 0.10415 -1.73886 2.67409
C 3.76494 0.46119 3.54914
C 1.49092 0.74035 2.04358
C -0.44985 2.47561 -2.75800
H -2.70922 -2.67857 -1.61378
O 1.09350 -1.26615 -2.73160
H 3.20897 4.48125 1.91483
C 3.40556 1.73213 3.11901
C -2.70923 -1.70844 -2.08423
H 0.59379 0.88488 1.46124
N -0.53623 -1.24154 -1.10704
H 5.03850 2.33264 5.19868
H -1.27964 3.11883 -2.44906
*
```

Charges computed using Löwdin, reported in e:
1 H 0.10
2 H 0.10
3 H 0.10
4 N -0.11
5 C -0.77
6 C -0.04
7 O -0.07
8 C -0.09
9 H 0.09
10 H 0.11
11 O -0.06
12 C -0.16
13 C -0.22
14 C -0.07
15 H 0.10
16 H 0.13
17 H 0.10
18 S 0.72
19 H 0.10
20 O -0.12
21 C -0.18
22 C -0.08
23 C -0.20
24 C -0.12
25 H 0.14
26 H 0.15
27 H 0.11
28 C 0.00
29 H 0.11
30 C -0.01
31 C -0.38
32 C -0.67
33 Cl 0.67
34 H 0.09
35 C -0.02
36 C 0.05
37 C -0.06
38 H 0.12
39 O 0.13
40 H 0.09
41 C -0.19
42 C -0.04
43 H 0.13
44 N 0.05
45 H 0.10
46 H 0.10

***

(4)
Density functional theory data (ωB97M-V/def2-TZVPD) for a 5-piece molecular cluster, C26H49N2O10 overall at a distorted geometry.

Calculated values
Largest force on an atom ... 5.07 eV/Å
Orbital gap ... 6.71 eV
LUMO level ... -4.602 eV

Geometry as ORCA input:
```
! wB97M-V def2-TZVPD RIJCOSX def2/J DEFGRID3
* xyz 1 1
C -4.07001 -3.07857 3.81887
H -6.26035 4.25527 -1.14411
N 2.64654 1.72333 -0.60127
H -0.77527 5.55563 0.06823
N 3.65778 -1.26349 1.21987
H 2.51258 1.80883 -1.62867
H 2.77146 -2.38841 2.94326
C -6.15247 4.98825 -1.94795
H -0.29214 -2.68945 0.59261
O -6.69550 -5.31822 6.42654
H 0.76963 -3.94723 3.32709
H 7.69102 -2.56985 -2.76737
H 6.67549 -3.37929 -4.87946
H -7.03202 5.63510 -1.89600
H 2.11683 -4.20693 -1.29431
C -5.54565 7.53080 -3.22073
H -5.16542 3.60113 -3.26984
C 2.29996 -3.47360 0.92631
O -3.72720 7.56950 -1.71253
H -2.68595 4.17312 -0.69948
C -5.28971 -6.03047 4.66743
H -0.25516 -5.09270 2.33450
H -0.08402 4.15980 0.91304
H -5.91125 -5.88735 3.78168
O -5.08987 -3.89647 5.87187
C -0.47929 -2.97518 1.68164
C 2.89871 -2.36566 1.81158
C -5.73265 -5.07429 5.73658
C -6.03788 4.25916 -3.27134
H -4.74126 -2.21580 3.82018
C -1.79715 1.62872 1.16508
H -5.41949 -7.04895 5.03958
O 1.52737 -4.57265 1.36523
H 7.20045 1.25045 -6.00180
H -3.15375 -4.42108 5.27869
H -0.21172 4.13444 -0.83652
C -3.84599 -3.57570 5.23238
C 2.54794 -3.38403 -0.63151
H -1.61634 3.27966 2.58210
H -0.22031 2.17934 2.47824
H -5.90844 4.95389 -4.10385
H -3.12554 -2.78854 3.36031
C 6.08992 -0.15147 -4.86978
O 5.08761 0.52488 -4.75252
H 5.79340 0.05383 -0.55444
H 4.05145 -0.49809 1.80032
H 8.10042 -0.21696 -5.71766
H 8.94377 -3.09104 -3.91417
H -3.39589 -2.77532 5.82599
H 7.85219 0.92690 -4.37561
H -6.93108 3.65929 -3.45805
C 3.35504 -2.20411 -1.21691
C 8.15988 -2.35351 -3.73071
H -4.53753 -3.84172 3.19295
H 4.69357 2.37383 -0.71309
H -6.55997 7.13641 -3.23955
C -1.30942 2.24494 2.44377
H 4.55272 0.15045 -2.00487
H 2.06277 0.93948 -0.24723
H -5.06414 7.34646 -4.18279
O 6.05466 -1.46645 -4.57484
H -5.63799 8.60741 -3.06294
H -1.73237 1.68494 3.28097
O -4.95472 5.72644 -1.65880
H 4.15560 1.53840 0.88981
C -0.71486 4.46551 0.07522
H 0.58680 -1.14408 2.64810
H 7.56181 -2.20432 -5.82656
C -4.68903 6.96258 -2.12736
H -2.65014 4.18732 1.05029
C -2.09903 3.85632 0.16632
H 3.50486 -2.15164 -2.34246
O -1.91041 0.42432 1.05755
H 8.62558 -1.36972 -3.64188
O -1.88241 -3.42693 1.73868
C 3.88586 -1.13384 -0.20462
C 7.12806 -2.38513 -4.83995
H -0.44613 -2.19882 3.77020
H -1.32922 -1.05720 2.64696
H -2.32497 -2.85391 1.06320
C 0.43598 -4.16928 2.24087
C -0.39253 -1.72941 2.71043
C 7.39675 0.47476 -5.25860
C 4.07979 1.50363 -0.26416
O -2.03642 2.42019 0.10694
C 4.68572 0.10793 -0.86017
H -4.23991 -5.93578 4.39500
*
```

Charges computed using Löwdin, reported in e:
1 C -0.06
2 H 0.12
3 N -0.02
4 H 0.09
5 N 0.10
6 H 0.09
7 H 0.15
8 C -0.23
9 H 0.15
10 O 0.10
11 H 0.14
12 H 0.08
13 H 0.12
14 H 0.12
15 H 0.13
16 C 0.01
17 H 0.08
18 C -0.15
19 O 0.09
20 H 0.12
21 C 0.01
22 H 0.16
23 H 0.06
24 H 0.10
25 O 0.00
26 C -0.32
27 C 0.07
28 C -0.52
29 C -0.07
30 H 0.09
31 C -0.52
32 H 0.09
33 O -0.08
34 H 0.10
35 H 0.11
36 H 0.08
37 C -0.23
38 C 0.11
39 H 0.07
40 H 0.09
41 H 0.07
42 H 0.04
43 C -0.53
44 O 0.08
45 H 0.13
46 H 0.16
47 H 0.07
48 H 0.09
49 H 0.12
50 H 0.10
51 H 0.08
52 C 0.06
53 C -0.06
54 H 0.07
55 H 0.13
56 H 0.07
57 C 0.01
58 H 0.12
59 H 0.07
60 H 0.10
61 O -0.02
62 H 0.10
63 H 0.09
64 O -0.02
65 H 0.11
66 C -0.06
67 H 0.07
68 H 0.12
69 C -0.53
70 H 0.12
71 C -0.22
72 H 0.12
73 O 0.06
74 H 0.07
75 O -0.11
76 C -0.11
77 C -0.23
78 H 0.09
79 H 0.07
80 H 0.12
81 C -0.12
82 C -0.06
83 C 0.01
84 C -0.27
85 O 0.00
86 C -0.11
87 H 0.07

***

(5)
Density functional theory data (ωB97M-V/def2-TZVPD) for a 4-piece molecular cluster, C3H14N2O2 overall at a distorted geometry.

Calculated values
Largest force on an atom ... 5.98 eV/Å
Orbital gap ... 6.41 eV
LUMO level ... -1.587 eV

Geometry as ORCA input:
```
! wB97M-V def2-TZVPD RIJCOSX def2/J DEFGRID3
* xyz 0 1
H -1.33285 -1.61658 -0.60115
H -0.30971 1.89477 -2.47288
H 2.45971 -0.41728 -1.53136
H -1.69934 0.87225 1.26726
H -0.59642 -0.41885 -1.24781
H 1.59882 -1.52102 -2.17968
H 2.10889 2.19892 0.03010
C -0.16869 -0.67094 0.70852
N -0.36800 -1.11164 -0.59139
H -2.16540 -1.18440 1.64596
C -0.76612 0.48455 1.28822
H 0.46433 1.62049 -0.89507
H -0.01660 1.14194 1.70432
H 0.87554 -0.53086 0.92288
H -0.80889 -2.36432 1.92559
C -1.05390 -1.25205 1.85894
N -0.45252 1.57373 -1.53516
O 2.52760 -1.22797 -2.05842
H -0.74080 -1.00517 2.89746
O 1.61971 1.32688 0.06230
H -1.17538 2.20756 -1.19862
*
```

Charges computed using Löwdin, reported in e:
1 H 0.13
2 H 0.00
3 H 0.00
4 H 0.08
5 H 0.01
6 H 0.02
7 H -0.03
8 C -0.48
9 N 0.08
10 H 0.13
11 C 0.15
12 H -0.02
13 H 0.11
14 H 0.12
15 H 0.16
16 C -0.03
17 N -0.03
18 O -0.10
19 H 0.13
20 O -0.43
21 H 0.00

***

(6)
Density functional theory data (ωB97M-V/def2-TZVPD) for an isolated ion of composition C5H10N3O2 and charge +1 at a distorted geometry.

Calculated values
Largest force on an atom ... 4.22 eV/Å
Orbital gap (alpha / beta) ... 8.40 / 8.40 eV
LUMO level (alpha / beta) ... -3.738 / -3.737 eV

Geometry as ORCA input:
```
! wB97M-V def2-TZVPD RIJCOSX def2/J DEFGRID3
* xyz 1 1
H -1.70505 2.04908 -0.06605
H 1.22287 -0.38842 2.04670
C 1.45565 -0.86238 1.08976
C 2.18182 -0.02810 -0.01492
H 2.86229 -0.68777 -1.73867
H -3.00738 -1.90487 0.21593
N -0.69972 -0.38574 0.35221
H 0.53868 -1.58056 -0.84479
C -1.91070 -0.11332 0.00277
O 3.01023 -0.75534 -0.72225
H 2.36008 1.56514 -1.36291
N -2.93278 -1.02654 -0.21719
H -3.18784 1.32091 -0.50535
C 1.81539 1.22135 -0.45786
H -3.74491 -0.55726 -0.18209
H 0.68496 1.66984 1.06960
C 0.36458 -1.04027 0.15834
H 2.12126 -1.65395 1.27735
N -2.29767 1.17441 -0.18862
O 0.86825 1.98379 0.08806
*
```

Charges computed using Löwdin, reported in e:
1 H 0.16
2 H 0.14
3 C -0.03
4 C -0.38
5 H 0.19
6 H 0.11
7 N 0.15
8 H 0.19
9 C -0.38
10 O 0.04
11 H 0.16
12 N 0.22
13 H 0.08
14 C -0.12
15 H 0.06
16 H 0.18
17 C -0.10
18 H 0.12
19 N 0.20
20 O 0.01